Below is a molecular structure, C19H40NO8S3, with properties calculated with ωB97M-V with the def2-TZVPD basis set.

## Properties
E (eV): -70727.25157
Net charge: -1
HOMO energy (hartree): -0.19583
Gap between HOMO and LUMO (eV): 7.48

Last column: Mulliken charge in e.
Geometry (Å):
1 C -2.337 -2.197 -0.806  -1.320
2 C -2.117 -0.836 -1.462  0.085
3 S -2.826 0.567 -0.568  -0.101
4 C -4.449 -0.015 -0.072  -0.877
5 S -5.649 -0.018 -1.422  1.224
6 O -5.961 1.374 -1.681  -0.721
7 O -5.057 -0.792 -2.503  -0.670
8 N -6.973 -0.705 -0.838  -0.507
9 S -7.052 -2.283 -0.679  0.841
10 O -5.857 -2.903 -0.130  -0.608
11 O -8.321 -2.631 -0.071  -0.640
12 H -1.699 -2.943 -1.288  0.357
13 H -3.371 -2.522 -0.917  0.360
14 H -2.095 -2.163 0.259  0.297
15 H -2.520 -0.839 -2.475  0.392
16 H -1.051 -0.601 -1.502  -0.003
17 H -4.442 -0.997 0.393  0.384
18 H -4.821 0.729 0.633  0.381
19 H -7.126 -2.733 -1.954  0.087
20 C 1.221 3.258 -1.526  -0.586
21 C 1.723 3.195 -0.084  -0.253
22 C 0.733 2.216 0.532  -0.378
23 O 0.358 1.315 -0.508  -0.115
24 C 0.795 1.815 -1.769  -0.435
25 H 1.971 3.599 -2.240  0.409
26 H 0.355 3.920 -1.594  0.207
27 H 2.735 2.781 -0.057  0.229
28 H 1.730 4.158 0.422  0.126
29 H -0.165 2.731 0.892  0.181
30 H 1.155 1.642 1.358  0.157
31 H 1.635 1.207 -2.127  0.259
32 H -0.027 1.725 -2.481  0.289
33 C 0.556 8.485 0.172  -0.557
34 C 1.808 8.735 1.011  -0.545
35 C 1.882 7.456 1.835  -0.466
36 O 1.336 6.424 1.015  -0.377
37 C 0.675 6.994 -0.117  -0.367
38 H 0.509 9.084 -0.736  0.335
39 H -0.341 8.686 0.762  0.272
40 H 2.684 8.823 0.366  0.264
41 H 1.748 9.629 1.631  0.343
42 H 1.287 7.539 2.751  0.275
43 H 2.901 7.180 2.111  0.265
44 H 1.278 6.810 -1.013  0.237
45 H -0.289 6.501 -0.243  0.283
46 C 0.799 -1.550 2.254  -0.261
47 C 1.734 -2.342 3.167  -0.701
48 C 2.505 -3.180 2.154  -0.332
49 O 2.591 -2.394 0.964  -0.452
50 C 1.698 -1.277 1.056  0.133
51 H 0.414 -0.636 2.703  0.340
52 H -0.052 -2.164 1.954  0.094
53 H 2.410 -1.667 3.697  0.293
54 H 1.213 -2.953 3.902  0.374
55 H 1.978 -4.113 1.932  0.168
56 H 3.516 -3.428 2.483  0.287
57 H 2.288 -0.364 1.203  0.045
58 H 1.144 -1.177 0.125  0.003
59 C 3.110 -6.364 -1.598  -0.548
60 C 1.792 -7.136 -1.555  -0.532
61 C 1.682 -7.466 -0.072  -0.422
62 O 2.311 -6.391 0.623  -0.420
63 C 3.038 -5.572 -0.300  -0.257
64 H 3.210 -5.721 -2.472  0.332
65 H 3.955 -7.056 -1.581  0.269
66 H 0.967 -6.491 -1.862  0.254
67 H 1.784 -8.026 -2.184  0.343
68 H 2.204 -8.402 0.163  0.255
69 H 0.651 -7.550 0.273  0.269
70 H 2.506 -4.627 -0.437  0.177
71 H 4.017 -5.351 0.129  0.276